[1]
{
  "formula": "C26H18Cl48I2N2O5S3",
  "method": "ωB97M-V with the def2-TZVPD basis set",
  "multiplicity": 1,
  "homo_ev": -8.97,
  "elements": ["C", "C", "C", "I", "C", "I", "O", "S", "O", "O", "O", "C", "C", "C", "O", "C", "C", "C", "S", "C", "S", "N", "C", "C", "N", "C", "H", "H", "H", "H", "H", "H", "H", "H", "H", "H", "H", "H", "H", "H", "H", "H", "H", "H", "C", "Cl", "Cl", "Cl", "Cl", "C", "Cl", "Cl", "Cl", "Cl", "C", "Cl", "Cl", "Cl", "Cl", "C", "Cl", "Cl", "Cl", "Cl", "C", "Cl", "Cl", "Cl", "Cl", "C", "Cl", "Cl", "Cl", "Cl", "C", "Cl", "Cl", "Cl", "Cl", "C", "Cl", "Cl", "Cl", "Cl", "C", "Cl", "Cl", "Cl", "Cl", "C", "Cl", "Cl", "Cl", "Cl", "C", "Cl", "Cl", "Cl", "Cl", "C", "Cl", "Cl", "Cl", "Cl"],
  "xyz": [[6.378854, 9.784982, 1.388840], [6.556611, 9.001767, 2.720141], [5.892940, 7.609868, 2.713753], [6.746924, 6.381802, 4.300843], [4.325522, 7.612166, 2.819945], [3.380291, 9.579244, 3.179524], [3.886341, 6.897717, 3.997394], [2.276978, 6.586036, 3.872573], [2.076017, 5.211353, 4.219454], [1.409114, 7.379169, 4.670982], [2.189169, 6.833704, 2.279884], [3.547618, 6.808684, 1.714485], [3.493212, 7.512922, 0.339975], [4.831783, 7.490973, -0.421631], [5.467592, 6.499744, -0.696223], [3.878396, 5.297664, 1.608541], [3.101831, 4.507023, 0.530565], [1.643793, 4.147299, 0.939452], [0.554297, 5.316022, 0.043740], [-1.003429, 5.333443, 0.915219], [-1.682552, 3.962948, 1.459270], [-1.637298, 6.571104, 1.159168], [-2.154729, 7.050365, 2.327552], [-2.647849, 8.316912, 2.146418], [-2.430660, 8.590921, 0.796102], [-1.865775, 7.585141, 0.235975], [7.035067, 9.348300, 0.618265], [6.709898, 10.828898, 1.519643], [5.336159, 9.822368, 1.048267], [7.644787, 8.821505, 2.791937], [6.309012, 9.610332, 3.600493], [6.218595, 7.109542, 1.789262], [3.192187, 8.568024, 0.432978], [2.735270, 7.048341, -0.312246], [5.234480, 8.472152, -0.770730], [4.949641, 5.230363, 1.338974], [3.777703, 4.757652, 2.560194], [3.087317, 4.972774, -0.465252], [3.637994, 3.550440, 0.405496], [1.368351, 3.145143, 0.582052], [1.493706, 4.131782, 2.028096], [-2.157750, 6.476774, 3.253165], [-3.092622, 8.964779, 2.890709], [-1.610467, 7.553525, -0.820878], [2.117728, -0.057941, 1.699429], [1.178738, -1.070798, 2.802275], [3.529872, -0.957301, 1.128830], [1.110989, 0.399463, 0.318639], [2.648285, 1.402594, 2.547469], [-1.777985, -1.948079, -0.913923], [-1.205368, -3.065061, 0.329981], [-0.495991, -1.682202, -2.109142], [-3.186360, -2.645810, -1.719712], [-2.224271, -0.407365, -0.161221], [-3.271906, 0.365035, -4.404943], [-3.687134, 1.669710, -5.524581], [-4.717592, -0.132002, -3.515922], [-2.632087, -1.012773, -5.322574], [-2.044904, 0.928380, -3.263723], [-6.389861, -3.977403, -3.917110], [-4.868105, -3.333434, -4.537551], [-6.038763, -5.267571, -2.762364], [-7.293070, -2.697175, -3.097720], [-7.357592, -4.597484, -5.285062], [-1.418862, -7.222563, 1.100985], [-2.410313, -8.291310, 2.090581], [-0.024527, -8.121316, 0.496168], [-2.394818, -6.628663, -0.258906], [-0.844412, -5.814101, 2.045818], [-7.038015, -9.044525, -4.488853], [-8.237505, -9.436475, -3.247380], [-7.327753, -10.038312, -5.924618], [-7.170847, -7.329865, -4.913365], [-5.413090, -9.369426, -3.863772], [-1.885443, -7.126257, 6.314758], [-1.575358, -6.608771, 4.650200], [-2.639913, -5.802793, 7.215596], [-2.970097, -8.527120, 6.304532], [-0.356985, -7.566175, 7.085890], [1.061630, -4.373142, -4.933645], [2.645517, -3.915712, -4.288899], [1.280831, -5.281187, -6.436558], [0.213206, -5.373124, -3.747956], [0.115818, -2.913830, -5.259409], [-11.059628, -4.103299, -2.698084], [-10.488084, -3.536345, -1.122473], [-10.980403, -2.776859, -3.866818], [-10.038220, -5.436276, -3.250731], [-12.731777, -4.661617, -2.552851], [3.231186, -9.109549, -6.602034], [3.070822, -7.751374, -5.478080], [1.640115, -9.567298, -7.220036], [4.268819, -8.631944, -7.953669], [3.955916, -10.490259, -5.762933], [-0.524639, -9.325197, -3.647874], [1.233848, -9.534203, -3.589332], [-1.046225, -8.390055, -2.237943], [-0.979040, -8.465661, -5.126015], [-1.308460, -10.912134, -3.627257], [2.932678, -5.343649, 8.149394], [1.967541, -6.322540, 9.266835], [4.303822, -6.297291, 7.566584], [1.935097, -4.846558, 6.776344], [3.528633, -3.907688, 8.992364]],
  "atomic_forces_ev_per_a": [[0.2, 0.0, 0.3], [0.9, 0.1, -0.4], [-0.4, 0.5, 0.2], [0.0, 0.3, -0.4], [-0.1, -0.8, 0.3], [0.5, 0.2, -0.4], [-1.1, 0.2, -0.2], [-0.7, -1.9, 1.2], [1.0, -0.3, -1.1], [0.7, 1.6, -1.0], [-0.2, 0.4, 1.1], [-0.6, 0.0, -0.4], [0.3, 0.3, -0.1], [0.3, -0.1, -0.3], [-0.5, 0.3, 0.3], [1.5, 0.1, -0.7], [-0.5, -0.4, 0.4], [-0.2, -0.7, -0.4], [-0.4, 0.9, 0.2], [-0.2, -1.0, 0.6], [0.3, 0.1, 0.2], [0.4, 0.5, -1.3], [-0.7, 0.0, 2.3], [1.2, -1.9, -1.4], [-1.0, 1.7, 0.2], [0.5, -0.1, 0.1], [-0.4, 0.1, 0.1], [-0.2, -0.4, 0.0], [0.3, 0.0, 0.0], [-0.4, 0.0, 0.1], [-0.2, -0.4, -0.3], [-0.4, 0.0, 0.4], [0.0, -0.4, 0.3], [0.3, 0.0, 0.4], [-0.5, -0.2, 0.1], [-0.4, 0.0, 0.1], [-0.1, 0.5, -0.2], [0.3, 0.0, 0.3], [-0.2, 0.4, 0.0], [0.2, 0.4, 0.1], [-0.1, 0.4, -0.4], [0.2, 0.0, -0.5], [0.1, 0.0, -0.4], [0.1, -0.3, 0.4], [0.0, 0.0, 0.0], [0.0, 0.1, -0.1], [-0.1, 0.0, 0.0], [0.1, -0.1, 0.1], [0.0, -0.1, 0.1], [0.1, 0.1, 0.0], [0.0, 0.1, -0.1], [0.0, -0.3, 0.2], [0.1, 0.0, 0.1], [-0.1, -0.2, 0.1], [-0.1, 0.1, 0.1], [0.0, -0.1, 0.0], [0.1, 0.3, -0.1], [0.0, 0.1, 0.0], [-0.2, 0.2, -0.3], [0.0, 0.0, -0.1], [-0.2, -0.2, -0.1], [0.0, 0.2, 0.1], [0.0, -0.1, -0.1], [0.2, 0.9, 0.1], [0.0, 0.1, 0.0], [0.0, 0.0, -0.2], [0.1, 0.3, 0.8], [0.0, 0.2, 0.3], [0.0, -0.3, -0.6], [0.0, 0.0, 0.0], [0.1, 0.0, 0.0], [0.0, 0.0, 0.1], [-0.1, -1.1, 0.0], [-0.1, 0.0, 0.0], [0.0, 0.0, 0.0], [0.0, 0.0, 1.0], [0.0, -0.1, 0.0], [0.0, 0.1, 0.0], [-0.2, -0.1, -0.1], [0.0, 0.0, 0.0], [-0.1, 0.0, 0.0], [-0.2, 0.3, 0.0], [0.1, 0.1, 0.0], [0.1, -0.1, 0.0], [0.0, 0.0, 0.0], [0.0, 0.0, -0.1], [0.0, -0.1, 0.0], [-0.1, 0.0, 0.1], [0.1, 0.0, 0.0], [0.0, 0.0, 0.0], [0.4, -0.2, -0.2], [0.1, 0.0, 0.0], [0.0, 0.0, 0.1], [0.0, 0.0, 0.0], [0.0, 0.0, 0.0], [-0.4, -0.1, 0.2], [-0.1, -0.4, -1.1], [0.0, -0.1, 0.1], [0.0, 0.1, 0.0], [0.0, 0.0, 0.0], [0.1, 0.1, 0.0], [-0.1, 0.0, 0.0], [0.1, 0.0, 0.1], [0.0, -0.1, 0.0]]
}

[2]
{
  "formula": "C3H6N2O",
  "method": "ωB97M-V with the def2-TZVPD basis set",
  "smiles": "[H]/N=C/N(C)C=O",
  "multiplicity": 1,
  "homo_ev": -9.90,
  "elements": ["H", "N", "C", "N", "C", "C", "O", "H", "H", "H", "H", "H"],
  "xyz": [[-2.529605, -1.430653, -0.270502], [-1.614653, -1.344408, 0.170489], [-1.071032, -0.368197, -0.430936], [0.188594, 0.161107, -0.138380], [1.200724, -0.583246, 0.617260], [0.333970, 1.523840, -0.331489], [1.180637, 2.229122, 0.171113], [-1.535450, 0.187169, -1.246509], [2.127902, -0.005260, 0.595020], [1.364970, -1.549110, 0.130238], [0.911218, -0.764646, 1.656060], [-0.459989, 1.916226, -1.001219]],
  "atomic_forces_ev_per_a": [[0.0, -0.5, 0.2], [0.3, 0.5, -0.5], [0.3, 0.2, 0.1], [0.2, -0.1, 0.3], [-0.1, -0.1, 0.0], [0.0, 0.2, 0.1], [-0.3, -0.6, -0.4], [-0.2, 0.1, 0.1], [-0.3, 0.0, 0.0], [-0.1, 0.2, 0.1], [-0.1, 0.1, -0.2], [0.2, 0.0, 0.2]]
}